No. 1
DFT (ωB97M-V with the def2-TZVPD basis set) results for C3H5NO2 as an isolated structure.

relative energy (zero: lowest compared OMol25 entry of this formula, charge and spin)	6.448	eV

Structure (ORCA input):
```
! RIJCOSX wB97M-V def2-TZVPD def2/J DEFGRID3
* xyz 0 1
O 0.44699 1.22901 1.42829
C 0.38756 0.42333 0.43300
C 0.93333 -0.99979 0.42850
O -0.19198 -1.41758 -0.38182
C -0.74281 -0.15486 -0.40658
N -1.80055 0.29995 -0.88331
H 0.19138 1.98740 0.45454
H 0.43158 1.78947 -0.59201
H 1.89078 -1.20879 -0.05206
H 0.89415 -1.42821 1.43632
H -2.38034 -0.42493 -1.30335
*
```

Here are the natural (NBO) charges for atoms 1 to 6, given in e: number 1, O, carries -0.66; number 2, C, carries 0.43; number 3, C, carries -0.16; number 4, O, carries -0.48; number 5, C, carries 0.47; number 6, N, carries -0.63

No. 2
DFT (ωB97M-V with the def2-TZVPD basis set) results for C28H33NO6SSr as an isolated structure.

relative energy (zero: lowest compared OMol25 entry of this formula, charge and spin)	0.254	eV

Structure (ORCA input):
```
! RIJCOSX wB97M-V def2-TZVPD def2/J DEFGRID3
* xyz 0 1
Sr -1.18784 0.48689 0.60042
O -1.80226 2.15246 -1.22436
C -2.94424 1.79681 -2.02443
C -4.00077 1.22031 -1.10381
N -3.57773 -0.04177 -0.49852
C -4.42327 -0.37364 0.65378
C -4.13428 0.47058 1.91995
O -4.91803 0.34568 2.85192
O -3.06070 1.16335 1.89440
C -3.47594 -1.11530 -1.49586
C -2.03424 -1.52233 -1.86295
O -1.84793 -1.99463 -2.98254
O -1.17412 -1.37392 -0.92718
H -1.01500 2.22075 -1.77859
H -3.33524 2.68583 -2.52409
H -2.65042 1.06814 -2.78515
H -4.19836 1.93413 -0.30281
H -4.92542 1.09245 -1.68711
H -5.49323 -0.31248 0.42023
H -4.22049 -1.41009 0.93401
H -3.94023 -2.02364 -1.10208
H -4.01501 -0.86830 -2.41399
C 0.77578 2.06119 2.84766
C 1.15129 0.79333 3.62153
C 1.00823 1.02498 5.12489
C 0.33384 -0.38796 3.13154
C 0.87622 -1.29211 2.21468
C 0.11304 -2.31816 1.68366
C -1.22157 -2.48725 2.05541
C -2.04619 -3.58263 1.44331
C -1.76191 -1.59043 2.97275
C -0.99973 -0.55472 3.50108
H 1.34812 2.91944 3.20441
H -0.28529 2.29671 2.98509
H 0.99558 1.95948 1.77952
H 2.20160 0.56853 3.41058
H -0.00609 1.33410 5.38174
H 1.68560 1.81492 5.45235
H 1.23912 0.11940 5.68645
H 1.91218 -1.18236 1.90828
H 0.54588 -2.98157 0.94502
H -1.61163 -4.56118 1.65411
H -2.07561 -3.46016 0.35925
H -3.06435 -3.57386 1.83104
H -2.80685 -1.66019 3.25467
H -1.48194 0.15891 4.15662
O 0.89712 1.13111 -0.74911
S 1.75922 -0.06646 -1.12388
C 3.42997 0.46157 -0.76045
C 3.63557 1.68423 -0.14670
C 4.93137 2.05955 0.19082
C 5.99484 1.21375 -0.08094
C 5.77217 -0.01582 -0.69239
C 4.48643 -0.39911 -1.03100
C 1.82679 -0.13552 -2.89412
C 1.04433 -1.11380 -3.48430
C 0.95385 -1.14624 -4.87184
C 1.64728 -0.22156 -5.63221
C 2.42922 0.76108 -5.02318
C 2.51640 0.81467 -3.64621
H 2.78961 2.32794 0.05372
H 5.10551 3.01571 0.66649
H 7.00122 1.50933 0.18457
H 6.60261 -0.67655 -0.90269
H 4.30453 -1.35404 -1.51050
H 0.45470 -1.78958 -2.87904
H 0.31860 -1.88607 -5.33920
H 1.57588 -0.25141 -6.71196
H 2.96104 1.48320 -5.62846
H 3.11116 1.57431 -3.15428
*
```

Here are the natural (NBO) charges for atoms 1 to 6, given in e: number 1, Sr, carries 1.83; number 2, O, carries -0.78; number 3, C, carries -0.08; number 4, C, carries -0.25; number 5, N, carries -0.51; number 6, C, carries -0.35

No. 3
DFT (ωB97M-V with the def2-TZVPD basis set) results for an isolated ion of composition C3H10N3 and charge +1 at a distorted geometry.

relative energy (zero: lowest compared OMol25 entry of this formula, charge and spin)	0.347	eV
SMILES string	CCNC(N)=[NH2+]

Structure (ORCA input):
```
! RIJCOSX wB97M-V def2-TZVPD def2/J DEFGRID3
* xyz 1 1
C 1.81054 -1.06568 -1.09760
C 0.70769 0.01978 -1.09193
N 0.26952 0.24444 0.29456
C -0.95216 0.52756 0.74857
N -1.06925 0.98502 2.00015
N -2.04972 0.20153 0.03914
H 1.44178 -2.08027 -1.11207
H 2.40763 -0.92064 -2.00274
H 2.49216 -0.82987 -0.28195
H -0.11434 -0.37042 -1.68670
H 1.15693 0.94498 -1.42792
H 0.97510 0.65154 0.89260
H -0.36091 0.72880 2.66970
H -1.96259 1.28001 2.35828
H -2.86615 -0.08397 0.55292
H -1.88624 -0.23282 -0.85500
*
```

Here are the natural (NBO) charges for atoms 1 to 6, given in e: number 1, C, carries -0.61; number 2, C, carries -0.22; number 3, N, carries -0.54; number 4, C, carries 0.69; number 5, N, carries -0.77; number 6, N, carries -0.76

No. 4
DFT (ωB97M-V with the def2-TZVPD basis set) results for a 3-piece molecular cluster, C6H13NO3 overall at a distorted geometry.

relative energy (zero: lowest compared OMol25 entry of this formula, charge and spin)	6.184	eV

Structure (ORCA input):
```
! RIJCOSX wB97M-V def2-TZVPD def2/J DEFGRID3
* xyz 0 1
C 0.13338 -0.21864 -0.57222
C -0.22401 -0.51939 0.75746
C 0.33954 -1.30671 -1.58089
C 0.15248 1.19603 -1.05057
C -0.36280 0.50236 1.84066
C -2.11309 -0.69019 -0.17264
N 2.60697 0.64114 0.77240
O 1.89053 -0.54120 0.53097
O -2.83642 0.44519 -0.04793
O -2.56954 -1.73802 -0.52498
H -3.77034 0.24829 -0.25711
H -0.19663 -1.56541 1.03270
H 2.95690 0.61129 1.73028
H 3.42786 0.62924 0.16725
H 1.35730 -1.21519 -1.96115
H 0.12212 1.25241 -2.13726
H -0.35600 -1.19551 -2.41388
H 0.21441 -2.29762 -1.15064
H 1.06969 1.66444 -0.67890
H -0.67003 1.79123 -0.65524
H -0.35490 0.01974 2.81625
H -1.28430 1.07569 1.74884
H 0.46687 1.21082 1.80658
*
```

Here are the natural (NBO) charges for atoms 1 to 6, given in e: number 1, C, carries 0.39; number 2, C, carries -0.07; number 3, C, carries -0.68; number 4, C, carries -0.74; number 5, C, carries -0.68; number 6, C, carries 0.72

No. 5
DFT (ωB97M-V with the def2-TZVPD basis set) results for C14H27N2OTl as an isolated structure at a distorted geometry.

energy	-24659.3029	eV

Structure (ORCA input):
```
! RIJCOSX wB97M-V def2-TZVPD def2/J DEFGRID3
* xyz 2 1
C 0.95109 2.33564 0.17266
H 1.37442 2.79082 1.05114
H 1.64297 2.29189 -0.67144
H 1.42705 1.22274 0.15563
C -0.25195 3.21028 -0.34370
H -0.89636 2.57016 -0.96717
H -0.86618 3.58104 0.51449
C 0.05885 4.51771 -1.14940
H -0.87695 5.02175 -1.41332
H 0.61634 5.27726 -0.60228
H 0.54097 4.35135 -2.11473
C -0.82620 -2.22525 -0.80340
C -1.22322 -1.16277 -1.66541
C -0.04856 -0.56775 -2.19862
C 1.07858 -1.24873 -1.66793
C 0.59792 -2.24745 -0.76204
C 1.42043 -3.09867 0.13440
C 2.50461 -0.88745 -1.86480
C 0.00041 0.55935 -3.15610
C -2.62787 -0.72958 -1.89302
C -1.71910 -2.98955 0.11131
Tl 0.10206 -0.07772 1.18262
H 3.09302 -1.16198 -0.97162
H 2.95377 -1.38285 -2.75207
H 2.57627 0.20166 -2.01649
H 2.38998 -2.61423 0.30457
H 0.90544 -3.18430 1.10268
H 1.61436 -4.12742 -0.23112
H -2.64399 -2.42035 0.31397
H -2.00249 -3.96616 -0.32809
H -1.21961 -3.18016 1.07896
H -2.65172 0.30045 -2.27338
H -3.16682 -1.38811 -2.60594
H -3.17416 -0.73139 -0.93672
H 0.78945 1.25867 -2.85866
H 0.20510 0.23932 -4.19808
H -0.94701 1.10843 -3.15525
N -0.07552 0.93240 4.67914
C -0.42272 -0.27878 4.15012
N -0.10539 -1.23333 5.02303
O -1.19209 -0.45585 3.18078
H 0.44860 1.00482 5.52102
H -0.46012 1.76105 4.27476
H -0.38421 -2.15643 4.86400
H 0.49056 -1.02054 5.78548
*
```

Here are the natural (NBO) charges for atoms 1 to 6, given in e: number 1, C, carries -0.75; number 2, H, carries 0.24; number 3, H, carries 0.25; number 4, H, carries 0.20; number 5, C, carries -0.40; number 6, H, carries 0.19

No. 6
DFT (ωB97M-V with the def2-TZVPD basis set) results for an isolated ion of composition CH4N3 and charge +1 at a distorted geometry.

relative energy (zero: lowest compared OMol25 entry of this formula, charge and spin)	3.044	eV
SMILES string	[NH2+]=C1NN1

Structure (ORCA input):
```
! RIJCOSX wB97M-V def2-TZVPD def2/J DEFGRID3
* xyz 1 1
N -0.18440 -1.10152 -0.71118
C 0.04072 -0.03365 -0.02588
N -0.28259 1.27196 0.08840
N 0.57999 0.44792 0.99833
H -0.85484 -1.01640 -1.61612
H 0.22980 -1.92171 -0.28128
H -1.07239 1.60232 0.47415
H 1.54371 0.75108 1.07360
*
```

Here are the natural (NBO) charges for atoms 1 to 6, given in e: number 1, N, carries -0.70; number 2, C, carries 0.66; number 3, N, carries -0.38; number 4, N, carries -0.38; number 5, H, carries 0.50; number 6, H, carries 0.46

Copy entry 4 word for word.
DFT (ωB97M-V with the def2-TZVPD basis set) results for a 3-piece molecular cluster, C6H13NO3 overall at a distorted geometry.

relative energy (zero: lowest compared OMol25 entry of this formula, charge and spin)	6.184	eV

Structure (ORCA input):
```
! RIJCOSX wB97M-V def2-TZVPD def2/J DEFGRID3
* xyz 0 1
C 0.13338 -0.21864 -0.57222
C -0.22401 -0.51939 0.75746
C 0.33954 -1.30671 -1.58089
C 0.15248 1.19603 -1.05057
C -0.36280 0.50236 1.84066
C -2.11309 -0.69019 -0.17264
N 2.60697 0.64114 0.77240
O 1.89053 -0.54120 0.53097
O -2.83642 0.44519 -0.04793
O -2.56954 -1.73802 -0.52498
H -3.77034 0.24829 -0.25711
H -0.19663 -1.56541 1.03270
H 2.95690 0.61129 1.73028
H 3.42786 0.62924 0.16725
H 1.35730 -1.21519 -1.96115
H 0.12212 1.25241 -2.13726
H -0.35600 -1.19551 -2.41388
H 0.21441 -2.29762 -1.15064
H 1.06969 1.66444 -0.67890
H -0.67003 1.79123 -0.65524
H -0.35490 0.01974 2.81625
H -1.28430 1.07569 1.74884
H 0.46687 1.21082 1.80658
*
```

Here are the natural (NBO) charges for atoms 1 to 6, given in e: number 1, C, carries 0.39; number 2, C, carries -0.07; number 3, C, carries -0.68; number 4, C, carries -0.74; number 5, C, carries -0.68; number 6, C, carries 0.72

Number 3 is which compound? C3H10N3